[1]
Density functional theory data (wB97M-V/def2-TZVPD) for C8H10LaN2S as an isolated structure at a distorted geometry.

Last column: Löwdin charge in e.
Positions of all 22 atoms, in Å:
C: 1.48104 0.20091 -1.78083  -0.28
C: 0.71645 1.32023 -1.37043  -0.29
C: -0.66911 1.00541 -1.50886  -0.22
C: -0.75767 -0.34827 -1.96973  -0.24
C: 0.57236 -0.83382 -2.14689  -0.30
La: 0.40068 -0.66939 0.56824  1.35
N: 1.02023 -3.15313 -0.56243  -0.33
C: 0.62634 0.89966 2.36134  -0.41
C: 0.59694 2.22511 1.96415  -0.09
H: -1.48843 1.72655 -1.53095  0.09
H: 1.10337 2.33036 -1.15441  0.09
H: -1.67485 -0.85003 -2.25941  0.09
H: 0.82671 -1.81764 -2.54839  0.06
H: 2.57859 0.15600 -1.85606  0.10
H: 1.37378 2.62426 1.29564  0.04
H: -0.19085 0.46596 2.93575  0.04
H: 1.56545 -4.05047 -0.38772  -0.24
H: -0.07981 3.00146 2.43557  0.07
H: 1.62102 0.32479 2.51790  0.05
S: -1.95800 -1.85368 0.90414  0.38
C: -3.33173 -1.46192 1.75007  -0.93
N: -4.33250 -1.24234 2.34332  -0.02

Summary:
- energy relative to the best compared isomer or geometry (same formula, charge and spin) (eV) = 4.750
- lowest unoccupied orbital energy (alpha / beta) (eV) = 1.58 / 2.17
- charge = -1

[2]
Density functional theory data (wB97M-V/def2-TZVPD) for C8H10N10O5Os as an isolated structure.

Last column: natural (NBO) charge in e.
Positions of all 34 atoms, in Å:
Os: -0.03069 0.16046 0.75356  1.87
O: -1.66749 1.22632 -0.19757  -0.72
C: -2.71698 0.47602 -0.86222  -0.08
C: -2.03119 -0.16183 -2.04745  -0.25
N: -0.78196 -0.79213 -1.62703  -0.43
C: -0.92052 -2.18930 -1.22412  -0.35
C: -1.65236 -2.27136 0.09566  0.78
O: -2.56447 -3.00325 0.33454  -0.52
O: -1.18402 -1.37250 0.98689  -0.72
C: 0.34355 -0.59452 -2.53102  -0.34
C: 1.66911 -0.58264 -1.78480  0.77
O: 2.69214 -0.78947 -2.39029  -0.57
O: 1.60083 -0.30265 -0.50503  -0.76
H: -2.01590 1.98164 0.29436  0.54
H: -3.49411 1.16412 -1.18990  0.21
H: -3.14839 -0.24309 -0.16883  0.21
H: -1.78739 0.62346 -2.76056  0.22
H: -2.71081 -0.86884 -2.53644  0.22
H: 0.08047 -2.59747 -1.06380  0.25
H: -1.44145 -2.79622 -1.96868  0.22
H: 0.26007 0.37925 -3.01446  0.23
H: 0.40354 -1.36311 -3.30541  0.22
N: 2.35922 1.52786 2.80484  -0.57
C: 1.73949 2.35915 1.91738  0.49
N: 1.96304 3.64172 1.79317  -0.34
N: 1.10249 4.04686 0.82374  -0.02
N: 0.40158 3.08422 0.37774  -0.12
N: 0.79245 1.94926 1.05736  -0.50
C: 2.13252 0.18138 2.87458  0.49
N: 2.77950 -0.64646 3.64400  -0.34
N: 2.22266 -1.86547 3.38618  -0.02
N: 1.29963 -1.79702 2.52210  -0.07
N: 1.19293 -0.46923 2.15410  -0.45
H: 3.11249 1.90481 3.35740  0.45

Summary:
- energy relative to the best compared isomer or geometry (same formula, charge and spin) (eV) = 0.242
- 2S+1 = 5
- lowest unoccupied orbital energy (alpha / beta) (eV) = -0.56 / -3.26

[3]
Density functional theory data (wB97M-V/def2-TZVPD) for a 2-piece molecular cluster, C8H10N2O2 overall at a distorted geometry.

Last column: natural (NBO) charge in e.
Positions of all 22 atoms, in Å:
C: 0.93635 0.95945 0.92474  -0.02
C: 0.85767 1.90346 -0.04036  -0.14
C: -0.53369 0.26398 -0.72546  0.19
C: 0.01153 -1.26208 2.66326  -0.43
C: -2.07313 -0.50968 -2.10684  1.00
C: 0.02651 -1.28427 1.34481  0.19
C: -0.22049 -2.43956 0.38625  -0.66
C: -0.63222 2.25475 -2.04829  -0.38
N: 0.18444 -0.12954 0.58903  -0.42
N: -0.05034 1.45613 -0.97290  -0.37
O: -2.91096 -0.64589 -1.29170  -0.57
O: -1.55480 -0.60402 -3.17015  -0.59
H: 1.36173 1.00951 1.83823  0.21
H: 1.52274 2.79432 0.00686  0.24
H: 0.17974 -0.45303 3.24001  0.19
H: 0.04093 -2.23194 3.30440  0.21
H: 0.46497 -2.43266 -0.48614  0.24
H: -0.10706 -3.52286 0.85346  0.22
H: -1.32173 -2.39562 0.15404  0.25
H: 0.23571 2.62269 -2.50674  0.20
H: -1.12976 1.52431 -2.60819  0.24
H: -1.23332 2.95690 -1.61713  0.20

Summary:
- energy relative to the best compared isomer or geometry (same formula, charge and spin) (eV) = 3.565
- lowest unoccupied orbital energy (eV) = 0.78

[4]
Density functional theory data (wB97M-V/def2-TZVPD) for one molecule with the formula C8H10N2O2 at a distorted geometry.

Last column: natural (NBO) charge in e.
Positions of all 22 atoms, in Å:
C: -1.00962 2.32316 -1.00926  -0.26
C: 0.37511 0.65313 0.16129  0.32
C: 1.79346 1.23244 0.06701  -0.23
C: 2.95425 0.37640 0.11823  -0.22
C: 2.71042 -0.98984 0.11690  -0.22
C: 1.37481 -1.39723 0.20920  -0.15
C: 0.23202 -0.64906 0.04280  -0.18
C: -1.08764 -1.36567 -0.24657  0.44
H: -1.54013 1.63896 -1.60431  0.20
H: -1.78819 2.89695 -0.33898  0.20
H: -0.40128 3.28436 -1.40404  0.19
H: 1.57501 2.36804 -0.17995  0.23
H: 3.82710 0.95539 0.15251  0.22
H: 3.54392 -1.62471 -0.14355  0.23
H: 1.18221 -2.45665 0.13225  0.23
H: -1.97067 -2.64117 -1.30482  0.35
H: -3.10088 -1.01229 0.25850  0.37
H: -1.80893 0.96810 1.04798  0.48
N: -1.04523 -2.39703 -0.87736  -0.64
N: -2.26186 -0.50647 0.06110  -0.40
O: -0.53618 1.72028 0.11711  -0.57
O: -2.01698 0.13566 1.42546  -0.58

Summary:
- energy relative to the best compared isomer or geometry (same formula, charge and spin) (eV) = 6.257
- SMILES = [H]/N=C(\NO)c1ccccc1OC
- lowest unoccupied orbital energy (eV) = 0.81

[5]
Density functional theory data (wB97M-V/def2-TZVPD) for one molecule with the formula C8H10N2O2 at a distorted geometry.

Last column: natural (NBO) charge in e.
Positions of all 22 atoms, in Å:
C: -0.12462 1.53964 1.04697  -0.24
C: -1.12153 0.58865 1.44399  -0.23
C: 0.42588 0.44644 -1.03136  -0.21
C: 0.52701 1.49043 -0.13465  0.00
C: -1.12330 -0.74948 1.13112  -0.13
C: 0.14285 -1.36811 0.69417  -0.13
C: -0.08897 -0.79510 -0.69236  0.07
C: 1.36837 2.71704 -0.59945  -0.61
N: 0.18063 -2.78762 0.81297  -0.84
N: -0.63548 -1.62197 -1.70761  0.51
O: -0.45824 -1.22541 -2.87734  -0.39
O: -1.25176 -2.58842 -1.34788  -0.38
H: -0.30013 2.52593 1.40770  0.21
H: -1.86763 1.10597 2.16079  0.23
H: 0.35825 0.89829 -2.06886  0.25
H: -2.00002 -1.40819 1.37515  0.24
H: 0.86934 -0.94394 1.34325  0.24
H: 0.81240 3.58949 -0.52443  0.21
H: 1.70051 2.51773 -1.57509  0.21
H: 2.12902 2.69280 0.10204  0.22
H: -0.52292 -3.31446 0.32010  0.39
H: 0.98031 -3.30970 0.72078  0.37

Summary:
- energy relative to the best compared isomer or geometry (same formula, charge and spin) (eV) = 6.252
- SMILES = CC1=CC=C[C@@H](N)C([N+](=O)[O-])=C1
- lowest unoccupied orbital energy (eV) = -0.69

[6]
Density functional theory data (wB97M-V/def2-TZVPD) for an isolated ion of composition C8H10N3O and charge +1 at a distorted geometry.

Last column: natural (NBO) charge in e.
Positions of all 22 atoms, in Å:
C: 2.94422 0.26650 -0.66191  -0.21
C: 2.36415 1.39892 -0.12918  -0.15
C: 2.26508 -0.90950 -0.60247  -0.13
C: 1.10911 1.41171 0.48205  -0.21
C: 0.98846 -0.95410 0.11205  -0.18
C: 0.52524 0.20384 0.71387  0.16
C: 0.40765 -2.26335 0.25216  0.41
C: -1.86662 0.25249 0.95815  0.32
N: -0.64570 0.02211 1.48029  -0.55
N: -1.84699 0.65553 -0.29139  -0.39
N: -3.07974 0.64318 -0.98414  -0.51
O: -0.77436 -2.43684 0.48131  -0.54
H: 3.89117 0.26765 -1.31931  0.24
H: 2.86116 2.38196 -0.37849  0.24
H: 2.68686 -1.72483 -1.08993  0.22
H: 0.73745 2.31153 0.89921  0.23
H: 1.00831 -3.18548 -0.07536  0.15
H: -2.71936 -0.13010 1.35875  0.19
H: -0.72033 0.06093 2.51432  0.43
H: -3.82553 0.40574 -0.38860  0.41
H: -3.01357 -0.12317 -1.79563  0.44
H: -3.29663 1.44527 -1.53575  0.43

Summary:
- energy relative to the best compared isomer or geometry (same formula, charge and spin) (eV) = 2.563
- SMILES = [NH3+]/N=C/Nc1ccccc1C=O
- lowest unoccupied orbital energy (eV) = -3.46
- charge = +1

[7]
Density functional theory data (wB97M-V/def2-TZVPD) for one molecule with the formula C8H10N4O2 at a distorted geometry.

Last column: natural (NBO) charge in e.
Positions of all 24 atoms, in Å:
C: 2.71849 -1.61439 -0.00186  -0.16
C: 3.32862 -0.37015 0.11860  -0.25
C: 1.35718 -1.72700 -0.17762  -0.26
C: 2.55979 0.77217 0.07060  -0.17
C: 0.56199 -0.57832 -0.21567  0.15
C: 1.18283 0.67156 -0.08249  0.03
C: -1.61859 0.46193 0.00056  0.38
C: -2.85647 0.61912 -0.86532  -0.62
N: -0.86114 1.82578 -0.10721  -0.25
N: -0.78116 -0.61040 -0.48152  -0.15
N: 0.39065 1.85869 -0.10110  0.32
N: -1.97247 0.19295 1.37364  -0.86
O: -1.41994 -1.85114 -0.45628  -0.54
O: 0.98338 2.93854 -0.09759  -0.45
H: 3.32765 -2.50505 0.04141  0.22
H: 4.39794 -0.30257 0.24061  0.22
H: 0.88188 -2.68803 -0.29190  0.24
H: 2.99447 1.75777 0.14776  0.25
H: -3.53404 -0.21327 -0.70085  0.22
H: -2.56262 0.64710 -1.90931  0.24
H: -3.34352 1.55494 -0.61023  0.23
H: -1.18942 0.35235 2.00098  0.38
H: -1.80194 -1.96863 0.43198  0.48
H: -2.74355 0.77606 1.67280  0.38

Summary:
- energy relative to the best compared isomer or geometry (same formula, charge and spin) (eV) = 3.397
- SMILES = C[C@]1(N)N=[N+]([O-])c2ccccc2N1O
- lowest unoccupied orbital energy (eV) = 0.00

[8]
Density functional theory data (wB97M-V/def2-TZVPD) for a 2-piece molecular cluster, C8H10N4S2 overall at a distorted geometry.

Last column: natural (NBO) charge in e.
Positions of all 24 atoms, in Å:
C: 0.93095 0.42072 -1.79481  0.20
C: 2.43575 -2.25286 0.57976  0.20
C: 0.03109 -1.56291 -0.81746  -0.18
C: -1.20614 -1.24972 -0.34563  -0.18
C: -0.84887 0.95321 1.00970  -0.64
C: 1.20076 -0.63024 -0.94165  -0.14
C: 2.32357 -1.10784 -0.33647  -0.25
C: -1.73343 0.00348 0.29913  0.15
N: 0.50868 1.07890 -2.64753  -0.26
N: 2.59843 -3.27479 1.11110  -0.29
N: -3.95791 -0.30824 -0.29609  -0.62
N: -2.96545 0.30078 0.34641  -0.22
S: 3.87092 -0.26358 -0.56917  0.24
S: 2.25257 3.30543 0.86288  -0.32
H: 0.26676 -2.60431 -0.99248  0.23
H: -1.90388 -2.09975 -0.32825  0.21
H: -0.46230 1.57306 0.23803  0.23
H: -0.14162 0.47147 1.64306  0.21
H: -1.40023 1.60437 1.59966  0.23
H: -4.02560 -1.36733 -0.26230  0.35
H: -4.79243 0.18868 0.02342  0.38
H: 2.69369 2.59069 1.92284  0.16
H: 3.38704 0.65517 -1.42238  0.15
H: 0.93763 3.57559 1.11827  0.16

Summary:
- 2S+1 = 3
- lowest unoccupied orbital energy (alpha / beta) (eV) = 0.20 / -3.55

[9]
Density functional theory data (wB97M-V/def2-TZVPD) for a 2-piece molecular cluster, C8H10NO2S overall at a distorted geometry.

Last column: natural (NBO) charge in e.
Positions of all 22 atoms, in Å:
C: -3.12016 -0.44704 0.90419  -0.25
C: -2.53026 -1.59719 0.38876  -0.22
C: -2.51071 0.78269 0.67487  -0.22
C: -1.36368 -1.52931 -0.33072  -0.19
C: -1.35080 0.86745 -0.05257  -0.18
C: -0.71890 -0.28956 -0.58189  -0.12
C: 2.23049 -0.03864 1.14648  -0.83
C: 0.45396 -0.21040 -1.31594  -0.30
N: 4.01358 1.13142 -0.53396  -1.06
O: 3.72280 -1.35677 -0.77691  -1.01
O: 4.81475 -0.45206 1.25328  -0.99
S: 3.72899 -0.35922 0.28401  2.12
H: -4.03332 -0.51060 1.48033  0.20
H: -3.00093 -2.55867 0.56110  0.20
H: -2.95903 1.68312 1.07973  0.20
H: -0.91090 -2.43172 -0.71964  0.20
H: -0.88158 1.82844 -0.21528  0.20
H: 1.89061 -1.05374 1.40664  0.12
H: 0.89339 0.74609 -1.54071  0.18
H: 0.95913 -1.08460 -1.68071  0.20
H: 3.31623 1.18258 -1.26047  0.36
H: 3.83895 1.85325 0.15262  0.37

Summary:
- energy relative to the best compared isomer or geometry (same formula, charge and spin) (eV) = 0.000
- lowest unoccupied orbital energy (alpha / beta) (eV) = 3.37 / 2.60
- charge = -1

[10]
Density functional theory data (wB97M-V/def2-TZVPD) for one molecule with the formula C8H10O at a distorted geometry.

Last column: natural (NBO) charge in e.
Positions of all 19 atoms, in Å:
C: 1.68706 -0.06859 -0.33616  0.03
C: 1.38261 1.36364 -0.02126  -0.22
C: 0.08891 1.63316 0.00229  -0.16
C: -0.78897 0.50846 -0.49240  -0.35
C: -1.79942 0.25022 0.62426  -0.15
C: -3.07870 -0.16112 0.17096  -0.43
C: 0.26204 -0.67426 -0.58506  -0.02
C: -0.23530 -1.83100 -0.22783  -0.40
H: 2.11418 -0.65323 1.44693  0.47
H: 2.34447 -0.05424 -1.26993  0.19
H: 2.18713 2.02388 0.20141  0.21
H: -0.16337 2.58943 0.23054  0.21
H: -1.38910 0.92421 -1.33537  0.24
H: -1.45823 0.02644 1.60711  0.21
H: -3.92166 -0.19385 0.88110  0.20
H: -3.43246 -0.21464 -0.95981  0.21
H: -1.47587 -1.78649 -0.29865  0.24
H: 0.43370 -2.66498 0.02406  0.22
O: 2.45648 -0.76495 0.58298  -0.70

Summary:
- energy relative to the best compared isomer or geometry (same formula, charge and spin) (eV) = 3.996
- SMILES = C=C[C@H]1C=C[C@@H](O)C1=C
- lowest unoccupied orbital energy (eV) = 1.00

[11]
Density functional theory data (wB97M-V/def2-TZVPD) for C8H10O2 as an isolated structure at a distorted geometry.

Last column: natural (NBO) charge in e.
Positions of all 20 atoms, in Å:
C: -2.11642 1.13679 0.80157  -0.22
C: -1.33231 1.44990 -0.33706  -0.19
C: -1.05610 0.40871 -1.30171  -0.25
C: -1.77147 -0.73538 -1.12889  -0.20
C: -2.58753 -1.23334 -0.04712  -0.25
C: -2.59134 -0.31277 1.02770  -0.19
C: 2.54568 0.07822 0.19598  0.78
C: 1.92636 -0.86991 1.32643  -0.74
H: -2.45529 1.69956 1.56070  0.21
H: -0.85416 2.35058 -0.41530  0.21
H: -0.62341 0.37390 -2.33402  0.24
H: -1.62204 -1.36860 -2.00547  0.19
H: -2.96211 -2.24761 -0.02612  0.23
H: -2.96467 -0.76142 2.05216  0.22
H: 3.65650 -0.14846 -1.35512  0.49
H: 1.44608 -0.26214 2.21183  0.26
H: 1.42304 -1.98690 0.82954  0.28
H: 3.20109 -1.18663 1.90885  0.21
O: 2.57513 1.24977 0.13149  -0.58
O: 2.88159 -0.74922 -0.83753  -0.70

Summary:
- energy relative to the best compared isomer or geometry (same formula, charge and spin) (eV) = 4.675
- lowest unoccupied orbital energy (eV) = 0.57

[12]
Density functional theory data (wB97M-V/def2-TZVPD) for C8H10O3 as an isolated structure at a distorted geometry.

Last column: natural (NBO) charge in e.
Positions of all 21 atoms, in Å:
C: 3.12642 -0.13016 0.96434  -0.66
C: 2.60580 -0.38270 -0.59547  -0.44
C: 1.12753 -0.26136 -0.40679  -0.11
C: 0.58472 -1.60152 -0.19089  -0.16
C: -0.92160 -1.78322 -0.28084  -0.28
C: -1.60142 -0.73985 -0.02343  0.22
C: -1.08702 0.58250 -0.04156  0.19
C: 0.28816 0.78291 -0.02850  0.25
H: 2.36060 0.93839 1.04157  0.22
H: 2.51824 -0.72426 1.84160  0.21
H: 4.38860 -0.17086 1.40763  0.24
H: 2.86214 -1.44589 -0.95379  0.23
H: 3.21233 0.64376 -1.00797  0.25
H: 1.22093 -2.54126 0.09207  0.23
H: -1.26801 -2.69128 -0.13080  0.21
H: -3.34095 -1.80375 -0.32664  0.47
H: -2.64520 1.41898 0.42480  0.50
H: -0.40431 2.60685 -0.46573  0.50
O: -2.89125 -0.85952 0.36648  -0.67
O: -1.79070 1.81255 0.33248  -0.69
O: 0.47697 2.16818 -0.48695  -0.71

Summary:
- energy relative to the best compared isomer or geometry (same formula, charge and spin) (eV) = 7.250
- lowest unoccupied orbital energy (eV) = -0.08